The following is a quantum chemistry calculation of a structure of composition C32H38N2O6PS4Ti in a non-equilibrium geometry, from the OMol25 dataset.

Properties
E: -4586.76260 a.u.
HOMO-LUMO gap (alpha / beta): 0.1901 / 0.2615 Eh
E_LUMO (alpha / beta): 0.12 / -0.29 eV
energy relative to the best compared isomer or geometry (same formula, charge and spin): 47.9 kcal/mol

ORCA input file:
```
! wB97M-V def2-TZVPD RIJCOSX def2/J DEFGRID3
* xyz 0 4
H 1.268 5.686 -0.117
H 1.526 -0.850 -2.785
H -0.086 -4.107 2.489
C 4.293 0.211 -6.516
O 2.049 -2.160 -0.998
C 2.427 0.985 -3.333
C 1.642 -3.401 -1.522
H 3.214 -0.857 2.997
S -1.303 -1.272 1.984
P -2.903 -0.988 0.115
C -1.517 2.658 4.831
H 2.143 -3.611 -2.474
C 3.081 0.424 -4.530
C -5.119 -0.734 -1.390
H -1.640 -3.716 0.919
C 1.246 1.898 -1.015
O -4.275 -1.575 -0.586
C 2.020 -2.599 2.531
C 3.333 -2.150 -0.431
H -6.095 -0.687 -0.906
O -0.507 -2.910 -0.528
C 1.282 4.634 -0.380
H -4.715 0.277 -1.433
H -2.561 2.829 6.784
S 3.164 -1.282 -4.801
H -1.136 1.645 4.913
H -0.808 -4.904 -0.095
H -3.913 2.145 2.704
H -5.432 0.519 1.513
H 1.464 -0.570 2.946
H 3.457 -3.024 0.213
C 0.155 -3.302 -1.727
H 2.405 4.929 -2.141
C 4.067 -1.099 -6.245
H -5.875 -0.697 -3.401
C 1.913 2.819 -1.860
C 2.286 -1.094 2.472
C -2.285 3.299 5.847
O -3.520 0.377 0.793
S -1.794 -0.186 -1.410
H 1.510 -2.813 3.476
H -0.243 -4.248 -2.100
H 3.803 2.161 -5.581
H 2.949 -3.180 2.509
H -4.761 1.064 3.829
C -0.531 1.795 2.091
C -4.447 0.225 1.879
C -2.634 4.569 5.513
C 0.397 -4.057 1.510
H -0.018 5.133 1.936
Ti 0.077 -0.515 0.152
C -5.230 -1.322 -2.779
H -1.010 1.032 2.683
O 2.328 -0.552 1.142
C -0.706 -3.954 0.434
C 3.734 1.081 -5.531
C -4.016 1.106 3.028
C 0.618 3.697 0.499
H 1.010 -4.955 1.377
H 4.361 -0.895 0.979
H -5.649 -2.328 -2.740
H 4.105 -2.183 -1.208
C 2.531 2.352 -2.994
H 3.069 3.045 -3.631
C -1.293 3.448 3.741
C -0.002 4.082 1.661
O 1.219 -2.919 1.430
C 1.694 0.175 -2.499
S -2.030 4.991 3.969
H -4.509 -0.819 2.195
C 3.473 -0.857 0.347
H -0.074 -2.521 -2.451
H -4.242 -1.373 -3.240
C 0.637 2.322 0.165
N 0.059 1.354 0.967
C -0.591 3.114 2.487
N 1.141 0.556 -1.335
H 4.364 -1.968 -6.813
H 1.889 -4.200 -0.818
H -3.205 5.284 6.088
C 1.907 4.219 -1.488
H 4.841 0.554 -7.384
H 3.576 -0.028 -0.347
H -3.058 0.764 3.422
*
```


The following is a quantum chemistry calculation of a structure of composition C53H78N2O9P2Ti in a non-equilibrium geometry, from the OMol25 dataset.

Properties
E: -4385.55943 a.u.
HOMO-LUMO gap (alpha / beta): 0.2076 / 0.2745 Eh
E_LUMO (alpha / beta): 0.42 / -0.07 eV

ORCA input file:
```
! wB97M-V def2-TZVPD RIJCOSX def2/J DEFGRID3
* xyz 0 3
H -0.519 -4.426 -3.521
O 2.354 -2.065 -2.543
C -1.129 4.349 1.234
C -0.999 -1.686 2.960
C -2.705 1.379 -1.715
H -0.167 -0.288 -5.970
H 3.351 1.888 -0.831
H 3.176 2.917 2.679
H 4.109 -2.285 3.849
H -2.698 2.967 0.799
H -2.905 1.383 4.196
H -5.053 2.267 -0.553
H -5.027 -3.363 1.535
H -5.202 -2.689 3.896
H -2.949 2.175 -3.693
C -3.738 -2.081 -0.471
C 1.852 -2.831 -0.086
H -1.542 -2.658 6.184
H 1.546 -5.744 -3.580
H -3.099 4.248 3.045
C 5.097 -1.827 -0.215
H 6.370 -2.764 -1.667
H -4.098 2.826 -2.521
C 0.575 2.702 -4.617
H -4.071 4.866 -0.412
P 2.671 -1.422 0.740
H -0.646 -4.311 1.869
H 6.304 -0.092 0.157
C -3.907 -1.632 0.951
O 1.782 -0.283 0.951
C -1.271 -2.020 5.356
H 2.000 -3.074 4.846
H -4.020 -3.128 -0.578
N -1.400 1.222 -1.851
H -1.623 -1.095 -2.738
C 1.475 5.202 1.548
C -3.112 1.373 3.128
H 3.727 1.654 1.558
C 6.158 -1.081 0.580
H 2.464 0.501 -2.253
H 3.557 0.116 3.535
H 2.259 -4.771 -2.286
H 4.709 -2.495 -2.219
C 0.452 6.033 1.951
C -4.709 -2.045 3.185
O 0.018 -3.063 -2.163
H 5.840 -1.142 -2.116
H 0.611 4.468 -2.639
H 2.799 0.959 -3.924
C -0.838 -0.720 5.605
C 3.148 -1.992 3.398
H 2.678 -0.555 4.919
H -5.116 1.005 0.681
Ti -0.569 0.423 0.444
C -4.584 -2.430 1.861
H 1.148 1.747 -6.448
H 2.574 -3.585 -0.387
C 2.390 2.366 -0.640
C 3.102 -1.706 -4.805
H -4.365 -1.494 -1.142
C 2.960 0.198 -3.167
H 0.659 7.007 2.366
H 1.091 -3.259 0.557
H -1.276 -1.692 -4.372
C 2.784 -0.585 3.840
C -0.129 0.514 -5.244
C 2.893 2.301 1.828
H -2.337 -3.832 1.679
H -1.669 -3.514 3.901
C -0.828 0.379 -4.053
H 1.844 -0.278 3.392
C -2.584 4.046 0.943
C -0.519 0.110 4.545
H 4.905 -2.790 0.269
H 4.022 0.075 -2.973
C 0.162 -4.399 -2.659
C -0.627 -0.320 3.218
C 5.532 -2.073 -1.652
H 3.205 -0.948 -5.577
H -4.490 4.044 1.969
H 1.085 3.627 -4.852
H -3.658 5.586 2.037
H 2.499 5.536 1.651
H -2.545 5.750 -0.402
C -0.985 -2.172 1.642
O -0.348 2.221 0.440
H 1.924 -4.045 -3.855
H -3.911 2.082 2.918
H -2.698 -1.947 -0.777
C -0.842 5.597 1.767
H 7.099 -1.623 0.557
H -0.351 3.506 -1.498
H 1.621 1.597 -0.545
C 2.343 -1.110 -3.626
C -3.336 0.982 -0.522
C -0.243 3.802 -2.536
H -4.309 1.194 -3.138
H -0.761 -0.352 6.619
H 2.042 1.685 2.106
H 2.147 3.012 -1.479
C -3.344 -0.411 1.371
O 0.516 -0.700 -1.449
H 3.285 3.924 0.491
C -0.119 2.600 -3.421
O -0.388 0.528 2.242
H 1.301 -0.920 -3.902
C 1.241 3.944 1.016
H 2.357 -4.002 3.383
H 5.834 -0.973 1.611
C 1.567 -4.758 -3.123
H -2.222 1.686 2.580
C -3.540 0.007 2.696
H 1.124 -2.713 3.357
H -0.186 1.125 4.714
H -2.686 -0.671 -4.088
C -4.814 1.227 -0.339
C -2.989 4.758 -0.357
O -0.682 -1.428 0.606
H 4.092 -2.026 -4.488
H -4.313 -0.505 4.611
H -0.256 -6.413 -2.052
C 0.597 1.658 -5.523
C -1.343 -2.499 4.072
H -1.349 -5.225 -1.348
C 2.085 -3.018 3.765
H -1.253 -3.771 0.282
O 3.438 -2.050 1.996
C -0.790 1.407 -3.092
P 1.091 -2.044 -1.549
C -0.317 -5.415 -1.627
H -2.651 4.188 -1.215
H -5.414 0.610 -1.007
H -1.651 6.254 2.043
C -3.511 4.509 2.073
H -1.132 4.367 -2.826
C -4.195 -0.828 3.588
C 2.492 3.179 0.644
O 3.890 -1.049 -0.209
N -2.626 0.372 0.447
C -3.565 1.929 -2.832
H 2.572 -2.556 -5.229
C -1.650 -0.848 -3.797
C -1.319 -3.620 1.355
H 0.303 -5.375 -0.736
C -0.084 3.442 0.895
*
```


The following is a quantum chemistry calculation of a structure of composition C52H39AsN6O5Pb, from the OMol25 dataset.

Properties
E: -5138.40730 a.u.
HOMO-LUMO gap: 0.2464 Eh
E_LUMO: -0.10 eV
energy relative to the best compared isomer or geometry (same formula, charge and spin): 20.7 kcal/mol

ORCA input file:
```
! wB97M-V def2-TZVPD RIJCOSX def2/J DEFGRID3
* xyz 0 1
H 0.577 5.738 2.204
N 0.561 -0.148 2.775
C -2.050 -2.641 3.567
C -3.721 -4.409 8.404
C -2.605 2.197 -3.191
C -1.168 -1.835 2.820
C -0.848 4.888 3.547
O -2.681 3.647 -1.261
H -0.930 1.867 1.145
O 2.123 -1.498 -1.016
C 2.523 -2.000 -2.147
C -2.037 -2.529 4.997
H -1.812 -2.837 -0.221
C 2.332 -2.531 -4.525
C -0.028 4.871 2.427
C 3.993 3.634 -0.101
H -3.452 -4.288 0.965
H -2.880 -4.327 13.289
C 0.824 3.938 -2.660
H -0.872 6.125 -4.604
O 1.545 1.998 -0.273
H -1.918 -1.806 9.607
As 1.205 3.572 0.111
H -4.488 2.464 -6.016
H 3.749 2.870 -0.826
C -0.287 -0.884 3.510
H -3.592 -4.124 3.470
H 0.574 4.128 -4.780
H -4.326 -3.283 13.276
C 0.330 4.538 -3.808
H -0.953 -1.367 7.717
C -3.104 3.318 -2.501
C -4.095 2.704 -5.035
Pb 0.365 -0.144 -0.399
C -2.381 -2.802 7.088
C 0.693 -1.005 -3.624
C -3.025 -3.179 10.793
C 1.314 0.977 4.743
H 0.375 -0.915 -4.664
C -4.200 -4.904 9.595
H 2.504 5.789 2.060
C -0.489 5.656 -3.705
C 1.838 -1.855 -3.389
C -0.832 6.167 -2.461
H -4.852 -5.769 9.623
H 4.256 -2.838 -1.220
C -0.342 5.574 -1.308
C -1.539 1.336 -2.578
O -4.353 -4.863 11.921
H -2.083 2.905 -0.994
C -3.848 -4.298 10.802
N -2.763 -3.247 5.915
C -1.743 2.742 2.926
C -2.880 -3.292 8.379
H -3.984 -4.877 7.464
C 0.480 0.214 5.519
C -1.904 -2.792 0.862
C 3.722 -2.761 -2.161
H -1.498 7.018 -2.391
N 0.024 -0.308 -2.778
C -0.327 -0.761 4.917
H -0.819 5.736 4.220
C -4.564 3.820 -4.347
C -3.125 1.906 -4.454
C 5.620 4.868 1.165
C -1.697 3.818 3.803
C 2.959 4.290 0.569
H -0.629 5.954 -0.334
H 2.022 1.279 2.718
H -2.755 -2.679 11.713
C -2.897 -3.527 2.892
H 1.936 1.752 5.173
H -2.740 1.033 -4.965
N -1.124 -1.920 1.469
H 1.432 3.044 -2.710
H -2.433 1.926 3.101
N -1.437 -1.817 6.963
C -2.549 -2.687 9.584
H 0.441 0.361 6.594
C -0.904 2.709 1.823
C 1.340 0.735 3.366
C -4.074 4.125 -3.091
H -4.423 -4.931 13.929
C 3.270 5.246 1.531
C 5.316 3.925 0.192
H -5.330 4.448 -4.787
O -1.248 1.544 -1.326
C 4.177 -3.396 -3.290
N -0.976 0.466 -3.370
H 4.828 6.268 2.585
C 3.466 -3.300 -4.496
H 6.653 5.079 1.414
H 1.776 -2.438 -5.453
H 5.094 -3.973 -3.249
C -0.031 3.766 1.580
H 3.812 -3.811 -5.385
C -3.966 -4.308 13.167
H 6.108 3.403 -0.330
C -1.207 -1.637 5.620
C -2.819 -3.614 1.528
H -2.340 3.835 4.674
C 0.492 4.471 -1.418
H -4.438 4.981 -2.536
C 4.597 5.529 1.827
*
```


The following is a quantum chemistry calculation of the ion C4H8NO2 with charge +1 in a non-equilibrium geometry, from the OMol25 dataset.

Properties
E: -362.12176 a.u.
HOMO-LUMO gap: 0.3656 Eh
E_LUMO: -5.14 eV
structure (SMILES): C=[NH+]CCOC=O
energy relative to the best compared isomer or geometry (same formula, charge and spin): 57.5 kcal/mol

ORCA input file:
```
! wB97M-V def2-TZVPD RIJCOSX def2/J DEFGRID3
* xyz 1 1
H -0.893 -2.318 -0.315
O -2.072 1.096 0.576
H 1.119 -1.064 1.046
H 1.455 2.532 -0.423
H 1.126 -1.276 -0.580
H -0.048 1.424 0.760
C 0.528 -0.660 0.185
O -1.482 -0.489 -0.908
N 0.618 0.811 0.118
C -0.879 -1.282 0.076
H -1.396 -1.250 1.100
C 1.443 1.396 -0.585
C -1.914 0.661 -0.520
H 1.982 0.849 -1.350
H -2.370 1.215 -1.495
*
```


The following is a quantum chemistry calculation of a cluster of 4 separate species, C2H11O3S in total, from the OMol25 dataset.

Properties
E: -706.76969 a.u.
HOMO-LUMO gap: 0.2740 Eh
E_LUMO: 3.90 eV
energy relative to the best compared isomer or geometry (same formula, charge and spin): 2.6 kcal/mol

ORCA input file:
```
! wB97M-V def2-TZVPD RIJCOSX def2/J DEFGRID3
* xyz -1 1
C -0.242 0.290 -1.114
H 0.220 0.104 1.911
H 0.238 2.202 2.026
H -0.565 0.427 -3.264
O 1.388 -3.086 0.511
H 0.188 0.245 3.412
H 0.528 -2.627 0.373
O -0.194 2.914 1.518
S -0.878 -0.695 0.296
H -0.567 1.319 -0.952
H 2.012 -2.436 0.152
H 0.836 0.317 -1.101
C -0.747 -0.264 -2.438
H -0.279 -1.222 -2.661
O 0.742 0.511 2.669
H -1.822 -0.413 -2.368
H -0.859 2.414 1.029
*
```


The following is a quantum chemistry calculation of a structure of composition C5H11AlO4 in a non-equilibrium geometry, from the OMol25 dataset.

Properties
E: -740.16771 a.u.
HOMO-LUMO gap (alpha / beta): 0.3356 / 0.3114 Eh
E_LUMO (alpha / beta): -5.05 / -5.46 eV

ORCA input file:
```
! wB97M-V def2-TZVPD RIJCOSX def2/J DEFGRID3
* xyz 1 2
O 3.324 -0.783 1.097
C -2.871 1.657 -1.844
H -3.023 2.676 -1.448
O -2.680 0.737 -0.849
C 1.315 -1.848 0.012
C -0.456 1.450 0.790
H -1.036 1.440 1.737
H 1.487 -1.499 -1.020
H -1.370 -0.507 0.701
H 2.515 -2.464 1.986
O 0.867 1.810 1.000
H -0.979 2.157 0.114
C 2.786 -2.030 1.003
C -0.604 0.064 0.150
H -0.234 0.126 -0.890
H 0.755 -2.796 0.018
H -2.051 1.647 -2.585
H -3.810 1.358 -2.356
Al 1.943 0.423 1.155
O 0.703 -0.868 0.778
H 3.418 -2.750 0.451
*
```


The following is a quantum chemistry calculation of an isolated molecule of C2H4O3S in a non-equilibrium geometry, from the OMol25 dataset.

Properties
E: -702.38114 a.u.
HOMO-LUMO gap: 0.3845 Eh
E_LUMO: 0.48 eV
structure (SMILES): O=C(S)COO
energy relative to the best compared isomer or geometry (same formula, charge and spin): 70.5 kcal/mol

ORCA input file:
```
! wB97M-V def2-TZVPD RIJCOSX def2/J DEFGRID3
* xyz 0 1
H -0.012 -0.039 -1.764
H -0.994 1.818 0.976
O -1.221 0.404 -0.121
H 3.004 0.722 0.342
O 1.342 -1.567 0.610
C -0.273 -0.492 -0.734
S 1.742 1.064 -0.014
C 0.995 -0.578 0.050
O -0.854 0.854 1.135
H -0.724 -1.478 -0.840
*
```